(1)
Below is 4 unconnected molecules or ions with the total composition C45H91BCl2N4O5S, with properties calculated with ωB97M-V/def2-TZVPD.

Geometry (Å):
C 3.6499 -2.4373 0.9376
C 3.3446 -0.8557 0.5056
C 3.7731 0.2186 1.6948
C 3.4847 1.7893 1.3056
C 1.8908 2.1277 1.4865
C 1.2757 2.7558 0.0733
C 0.4325 4.1729 0.3416
C -1.2208 3.9349 0.2574
C -1.8214 4.3962 1.7120
C -3.1730 3.5950 2.1885
C -3.9955 2.8481 0.9799
B -5.4895 2.2960 1.3956
C -6.5460 3.1366 0.4511
N -6.7262 2.2882 -0.8256
C -8.1657 2.2943 -1.2899
O -5.5834 2.4523 2.8904
C -5.2753 1.0466 3.3161
Cl -5.2857 0.6357 5.1223
C -6.3979 0.3155 2.3178
S -7.9930 1.1503 2.9583
C -6.4015 -1.3237 2.3339
C -7.8829 -2.0173 2.2041
C -8.7376 -1.5656 0.8708
Cl -7.5674 -3.8750 2.0471
O -5.8543 0.8792 1.0375
H 4.1157 -2.4992 2.0318
H 4.4266 -2.8298 0.1464
H 2.6605 -3.0930 0.8781
H 3.9560 -0.6280 -0.4692
H 2.1703 -0.7823 0.3219
H 3.1632 -0.0421 2.6590
H 4.9335 0.1095 1.9039
H 3.8118 2.0041 0.1883
H 4.1065 2.5065 2.0190
H 1.7798 2.8497 2.4034
H 1.3632 1.0998 1.7860
H 2.0948 2.9955 -0.7273
H 0.5738 1.9011 -0.3632
H 0.7658 5.0320 -0.4174
H 0.7825 4.5414 1.4026
H -1.3841 2.8079 -0.0137
H -1.7089 4.6183 -0.5820
H -1.0379 4.3788 2.5915
H -2.1406 5.5390 1.5936
H -2.8918 2.7610 2.9810
H -3.8319 4.3886 2.7894
H -4.0924 3.6233 0.0996
H -3.3200 1.9664 0.5775
H -7.6093 3.2293 0.9358
H -6.1944 4.2286 0.1850
H -6.0548 2.5882 -1.5658
H -8.1870 2.2457 -2.4823
H -8.7906 3.2268 -0.9516
H -8.7237 1.2978 -0.9442
H -4.2729 0.6535 2.8299
H -8.0147 0.7439 4.3290
H -5.9688 -1.6465 3.3984
H -5.6776 -1.8215 1.5401
H -8.5550 -1.9094 3.1667
H -8.0695 -0.9873 0.0687
H -9.3718 -2.4300 0.3894
H -9.5289 -0.7560 1.2453
C -11.2278 -6.3769 2.3163
C -11.7408 -5.4782 1.1521
C -12.1721 -4.0869 1.6958
C -13.4967 -4.1053 2.4545
C -14.5923 -4.7582 1.6152
C -14.2012 -6.1626 1.0973
N -12.8533 -6.1834 0.4319
O -12.9935 -5.5897 -0.8332
C -14.2295 -7.1693 2.2803
C -15.3390 -6.6793 0.1551
C -10.4767 -5.2571 0.2580
H -10.1330 -6.4405 2.3412
H -11.5375 -6.0076 3.2991
H -11.5662 -7.4140 2.2180
H -12.2681 -3.3756 0.8647
H -11.3930 -3.6808 2.3528
H -13.3838 -4.6290 3.4094
H -13.7890 -3.0818 2.7015
H -15.5096 -4.8158 2.2155
H -14.8242 -4.0956 0.7710
H -13.8823 -8.1602 1.9654
H -15.2490 -7.2946 2.6660
H -13.6293 -6.8520 3.1343
H -15.5356 -5.9988 -0.6818
H -16.2875 -6.7746 0.6990
H -15.0959 -7.6675 -0.2552
H -10.1248 -6.2034 -0.1734
H -9.6525 -4.8354 0.8466
H -10.6541 -4.5510 -0.5596
C 5.6171 0.8295 -6.0165
C 5.4811 1.2054 -4.5110
C 6.3738 2.4345 -4.1803
C 7.8646 2.1128 -4.1117
C 8.1232 0.9442 -3.1639
C 7.2752 -0.3056 -3.4996
N 5.8149 0.0094 -3.6673
O 5.2746 0.2191 -2.3879
C 7.8313 -0.9684 -4.7900
C 7.5287 -1.3884 -2.3984
C 3.9915 1.6595 -4.3664
H 4.7579 1.1677 -6.6089
H 6.5045 1.2712 -6.4807
H 5.6537 -0.2544 -6.1704
H 6.0753 2.8626 -3.2141
H 6.2159 3.2261 -4.9233
H 8.2543 1.8885 -5.1100
H 8.4111 2.9922 -3.7623
H 9.1925 0.6972 -3.1917
H 7.9160 1.2766 -2.1382
H 7.2066 -1.8136 -5.1017
H 8.8428 -1.3606 -4.6264
H 7.9164 -0.2778 -5.6303
H 7.3009 -1.0255 -1.3892
H 8.5829 -1.6931 -2.3814
H 6.9302 -2.2893 -2.5831
H 3.3016 0.8308 -4.5730
H 3.7601 2.4662 -5.0729
H 3.7642 2.0568 -3.3718
C 12.6782 1.6122 2.2788
C 12.4229 1.0103 0.8650
C 13.7236 1.0620 0.0149
C 14.0761 2.4597 -0.4879
C 12.8900 3.0884 -1.2152
C 11.5931 3.0857 -0.3716
N 11.2818 1.7363 0.2135
O 10.7896 0.9259 -0.8226
C 11.7174 4.1435 0.7594
C 10.4245 3.6361 -1.2552
C 12.1093 -0.4962 1.1449
H 12.7903 0.8369 3.0467
H 13.5883 2.2190 2.3183
H 11.8407 2.2283 2.6232
H 13.6245 0.4033 -0.8581
H 14.5687 0.6703 0.5946
H 14.3957 3.0964 0.3434
H 14.9286 2.3974 -1.1687
H 13.1553 4.1144 -1.5017
H 12.7303 2.5434 -2.1548
H 10.8468 4.1156 1.4251
H 11.7715 5.1581 0.3451
H 12.6161 4.0259 1.3665
H 10.2870 3.0616 -2.1788
H 10.6199 4.6703 -1.5665
H 9.4756 3.6335 -0.7042
H 11.1887 -0.6079 1.7327
H 12.9229 -0.9642 1.7129
H 12.0056 -1.0850 0.2278

Summary:
LUMO level (spin up / spin down), eV: 1.535 / 0.459
Charge: -1
2S+1: 4
<S²>: 3.764
Kohn-Sham gap (spin up / spin down), eV: 6.04 / 4.97


(2)
Below is 9 unconnected molecules or ions with the total composition C45H93BrFN10O10S, with properties calculated with ωB97M-V/def2-TZVPD.

Geometry (Å):
C 10.1009 -3.7803 4.2970
C 8.9640 -3.7479 3.8879
C 7.4634 -3.6566 3.4451
C 7.0520 -4.8164 2.4626
C 5.5311 -4.9156 2.0472
C 4.6187 -3.6606 2.2155
Br 4.1726 -2.9646 4.0336
C 4.6838 -2.4259 1.2145
C 5.2984 -2.5599 -0.2318
C 6.5242 -1.5400 -0.4788
C 7.8968 -2.3433 -0.6085
C 9.1670 -1.4783 -0.1562
C 10.2625 -2.5004 0.3961
O 11.4861 -1.7539 0.5413
C 11.4940 -1.0568 1.7996
N 3.3405 -1.8153 1.4224
O 2.9218 -0.5336 1.3275
C 2.4907 -0.3668 -0.0870
C 1.0289 0.2426 -0.2134
C -0.0409 -0.7828 -0.8396
C 2.4573 -2.7195 1.7819
S 0.7348 -2.2451 2.2304
C 3.1506 -4.1536 1.7477
F 3.1583 -4.6067 0.3567
N 2.5364 -5.2676 2.4213
C 1.1676 -5.5709 1.8631
C 1.1656 -6.9110 0.9678
C 0.2886 -6.6058 -0.3424
H 10.9708 -3.6946 4.9922
H 7.2375 -2.6160 3.0786
H 6.8821 -3.7641 4.4155
H 7.3230 -5.7874 2.9885
H 7.7571 -4.7861 1.5725
H 5.5069 -5.1975 0.9461
H 5.0928 -5.8022 2.6029
H 5.3865 -1.7039 1.7509
H 5.7495 -3.5841 -0.4196
H 4.5575 -2.4035 -1.0614
H 6.5828 -0.7315 0.3015
H 6.3779 -1.0164 -1.4732
H 8.0186 -2.8197 -1.6252
H 7.8280 -3.2011 0.1298
H 9.5212 -0.9396 -1.0835
H 8.8053 -0.7646 0.6423
H 9.9452 -3.0052 1.3532
H 10.3769 -3.3097 -0.3905
H 11.5839 0.0671 1.6584
H 10.5552 -1.2253 2.3996
H 12.3693 -1.3723 2.4405
H 2.5061 -1.3353 -0.6575
H 3.1787 0.3516 -0.6385
H 0.6947 0.5835 0.8098
H 1.0203 1.1352 -0.9137
H -0.5515 -0.3863 -1.7561
H -0.8531 -0.8784 -0.0501
H 0.3698 -1.8299 -0.9615
H 0.8008 -1.9364 3.5813
H 3.0462 -6.1426 2.2741
H 0.3895 -5.6915 2.6712
H 0.7890 -4.7720 1.1713
H 0.6709 -7.7493 1.5251
H 2.1955 -7.1403 0.5788
H 0.3432 -7.4262 -1.1057
H -0.7765 -6.3248 -0.0613
H 0.7057 -5.6715 -0.8369
C -4.1799 -1.4204 -3.5598
C -3.5713 -1.8352 -2.2470
O -3.1501 -1.0196 -1.4358
N -3.4965 -3.1678 -1.9716
C -3.9344 -4.2789 -2.7915
H -4.1709 -0.3370 -3.6360
H -3.5978 -1.8308 -4.3886
H -5.2134 -1.7601 -3.6185
H -3.0781 -3.3691 -1.0755
H -4.6769 -4.8509 -2.2312
H -3.0732 -4.9191 -2.9955
H -4.3682 -3.9481 -3.7312
C -8.4758 1.3862 -4.0383
C -7.4653 0.3894 -4.5327
O -6.3139 0.3584 -4.1080
N -7.8651 -0.4968 -5.4824
C -9.1706 -0.6170 -6.1018
H -8.0140 2.0248 -3.2863
H -8.8171 2.0144 -4.8623
H -9.3199 0.8696 -3.5826
H -7.1373 -1.1349 -5.7685
H -9.5539 -1.6211 -5.9080
H -9.0554 -0.4828 -7.1793
H -9.8752 0.1180 -5.7192
C -6.0921 6.2140 -1.6399
C -7.2784 5.2915 -1.7447
O -8.3352 5.6451 -2.2508
N -7.1479 4.0306 -1.2551
C -5.9909 3.4266 -0.6256
H -6.3483 7.1805 -2.0717
H -5.8232 6.3636 -0.5926
H -5.2455 5.8023 -2.1920
H -7.9822 3.4719 -1.3605
H -5.6990 2.5500 -1.2079
H -6.2723 3.1070 0.3800
H -5.1519 4.1147 -0.5639
C -11.1086 10.4732 -3.5253
C -9.8705 9.6274 -3.6805
O -8.9198 9.9864 -4.3620
N -9.8324 8.4330 -3.0335
C -10.8437 7.8363 -2.1884
H -10.9903 11.3920 -4.0977
H -11.9803 9.9381 -3.9065
H -11.2560 10.7359 -2.4761
H -8.9738 7.9205 -3.1828
H -10.4085 7.6675 -1.2016
H -11.1276 6.8754 -2.6216
H -11.7249 8.4663 -2.0936
C 3.3630 -2.8323 10.3161
C 4.2841 -2.3473 9.2274
O 5.1645 -1.5302 9.4370
N 4.1095 -2.8528 7.9716
C 3.1320 -3.8216 7.5204
H 3.6244 -2.3425 11.2524
H 2.3283 -2.5835 10.0726
H 3.4708 -3.9106 10.4480
H 4.7628 -2.4814 7.2977
H 3.6647 -4.6804 7.1058
H 2.5299 -3.3612 6.7328
H 2.4810 -4.1546 8.3243
C 3.9261 2.0942 2.3704
C 4.6069 3.0446 1.4212
O 4.3285 3.0759 0.2221
N 5.5468 3.8779 1.9195
C 6.0107 3.9928 3.2869
H 3.2049 1.4994 1.8225
H 4.6606 1.4223 2.8196
H 3.3973 2.6503 3.1465
H 5.9591 4.4861 1.2181
H 5.8325 5.0144 3.6264
H 7.0841 3.7955 3.3043
H 5.5048 3.2977 3.9527
C 8.0803 6.0239 -2.3589
C 7.2219 5.2985 -1.3570
O 7.1629 5.6421 -0.1794
N 6.4992 4.2350 -1.7891
C 6.4331 3.6776 -3.1232
H 8.5942 6.8466 -1.8641
H 8.8299 5.3467 -2.7722
H 7.4606 6.4341 -3.1580
H 5.9475 3.8011 -1.0583
H 5.3956 3.7146 -3.4615
H 6.7547 2.6347 -3.0783
H 7.0613 4.2186 -3.8262
C -13.7338 1.4874 -2.9462
C -12.4933 0.6477 -3.0983
O -11.5417 1.0107 -3.7783
N -12.4513 -0.5471 -2.4507
C -13.4654 -1.1470 -1.6067
H -13.6183 2.4065 -3.5184
H -14.6022 0.9484 -3.3292
H -13.8845 1.7496 -1.8975
H -11.5907 -1.0534 -2.5989
H -13.0366 -1.3141 -0.6167
H -13.7490 -2.1091 -2.0378
H -14.3473 -0.5186 -1.5162

Summary:
LUMO level, eV: -4.597
Charge: +1
Kohn-Sham gap, eV: 5.05


(3)
Below is 5 unconnected molecules or ions with the total composition C45H95N5O5, with properties calculated with ωB97M-V/def2-TZVPD.

Geometry (Å):
C -29.5721 -0.7309 21.0987
C -30.5775 -1.0760 22.3313
C -30.2747 -0.0651 23.5070
C -31.3886 0.0928 24.5236
C -32.6977 0.3653 23.7670
C -33.1367 -0.6659 22.6304
N -31.9372 -0.9301 21.7655
O -32.1942 -1.6156 20.6082
C -33.7741 -1.9300 23.2815
C -34.2440 -0.0050 21.7090
C -30.2658 -2.5205 22.9409
H -29.4742 -1.6176 20.4725
H -28.5555 -0.6058 21.4715
H -29.7286 0.2267 20.6020
H -29.4262 -0.3961 24.1057
H -30.0620 0.9659 23.2243
H -31.2104 0.9177 25.2135
H -31.6725 -0.8011 25.0790
H -32.5093 1.2350 23.1375
H -33.4513 0.6348 24.5069
H -33.0953 -2.4874 23.9270
H -34.5900 -1.5158 23.8738
H -34.2516 -2.6169 22.5827
H -34.6808 -0.7125 21.0042
H -35.1069 0.5318 22.1030
H -33.8053 0.8465 21.1888
H -31.0301 -3.2500 22.6732
H -30.1615 -2.6368 24.0197
H -29.3343 -2.9972 22.6356
H -32.1328 -0.8355 20.0522
C -33.6442 4.8804 33.8812
C -32.9517 6.1162 34.4296
C -31.8312 6.5118 33.4072
C -31.2381 7.9359 33.6438
C -32.3569 9.0087 33.7578
C -33.4985 8.6578 34.8351
N -33.9242 7.2200 34.6269
O -34.9947 6.8031 35.3424
C -32.9510 8.8489 36.1944
C -34.5639 9.6618 34.3815
C -32.2642 5.8106 35.7795
H -34.4256 4.6536 34.6066
H -32.9198 4.1309 33.5623
H -34.1504 5.1249 32.9474
H -30.9942 5.8140 33.4337
H -32.2223 6.3687 32.3999
H -30.5431 8.2341 32.8588
H -30.5323 7.9362 34.4745
H -32.8018 9.1872 32.7788
H -31.8572 9.9261 34.0688
H -33.7394 8.6298 36.9145
H -32.0854 8.2298 36.4295
H -32.4350 9.8059 36.2722
H -35.2942 9.7368 35.1871
H -34.2493 10.6660 34.0977
H -35.0999 9.4194 33.4638
H -31.3299 6.3666 35.8577
H -31.9586 4.7651 35.8187
H -32.8845 6.1175 36.6217
H -35.6175 6.5056 34.6751
C -11.4908 6.5116 22.8544
C -12.8202 6.3440 23.5582
C -12.8400 4.8590 24.0657
C -12.0235 4.7068 25.4035
C -12.5812 5.7610 26.5128
C -12.3937 7.2030 25.9254
N -13.0713 7.3188 24.6035
O -13.2321 8.6609 24.1827
C -13.1190 8.0556 26.9475
C -10.8460 7.4648 25.9221
C -13.9438 6.3729 22.5429
H -11.4579 7.0037 21.8823
H -10.9140 5.5882 22.8011
H -10.7798 7.0810 23.4530
H -13.8729 4.5143 24.1161
H -12.4214 4.0533 23.4626
H -10.9555 4.8962 25.2959
H -12.1361 3.6792 25.7492
H -12.2074 5.7210 27.5359
H -13.6599 5.6775 26.6454
H -13.1508 9.1072 26.6628
H -14.1940 7.9100 26.8410
H -12.8015 8.0707 27.9902
H -10.2520 6.6501 25.5081
H -10.5793 8.3236 25.3060
H -10.5609 7.6472 26.9582
H -14.9590 6.0772 22.8077
H -13.5104 5.8425 21.6950
H -13.9516 7.3884 22.1468
H -14.0221 8.8589 24.6909
C -22.0399 8.1752 23.3967
C -22.7476 7.2675 24.5810
C -21.5400 6.4734 25.2145
C -21.9042 5.8626 26.6279
C -22.4188 6.9788 27.6159
C -23.6906 7.7805 27.0449
N -23.3988 8.1464 25.6019
O -24.3295 9.1327 24.9973
C -25.0796 7.1558 27.2808
C -23.7333 9.1518 27.8986
C -23.8196 6.2232 24.0742
H -21.6110 9.1376 23.6754
H -22.7272 8.3988 22.5808
H -21.2752 7.5659 22.9150
H -21.3645 5.5892 24.6017
H -20.6542 7.1083 25.2357
H -20.9883 5.3685 26.9520
H -22.6920 5.1122 26.6938
H -21.5607 7.6500 27.6509
H -22.5154 6.7283 28.6723
H -25.8966 7.8340 27.0349
H -25.1234 6.1802 26.7965
H -24.9911 6.8876 28.3336
H -24.6090 9.7692 27.6983
H -23.6964 9.0214 28.9802
H -22.9235 9.8656 27.7480
H -24.5655 6.6180 23.3844
H -24.3329 5.7701 24.9224
H -23.2360 5.4374 23.5946
H -23.9402 9.9949 25.1602
C -28.0963 16.0824 17.9912
C -27.2370 16.9561 19.0482
C -26.3868 15.8640 19.8715
C -25.1774 15.3233 19.1931
C -24.3234 16.5799 18.6514
C -25.1470 17.5371 17.7114
N -26.4224 17.9984 18.3377
O -27.1191 18.8774 17.6127
C -24.2194 18.6752 17.5383
C -25.2825 16.8861 16.2820
C -28.2009 17.8098 20.0925
H -27.7043 15.0909 17.7644
H -28.3275 16.6241 17.0740
H -29.1120 15.8314 18.2970
H -26.1492 16.3429 20.8214
H -26.9997 15.0139 20.1715
H -25.3703 14.5501 18.4495
H -24.5665 14.8819 19.9806
H -23.6114 16.0260 18.0396
H -23.8638 17.0211 19.5358
H -23.2945 18.2184 17.1862
H -24.5863 19.3123 16.7336
H -24.1845 19.3482 18.3950
H -25.5437 17.6097 15.5098
H -24.4232 16.4136 15.8062
H -26.1104 16.1795 16.2229
H -28.8208 17.2573 20.7986
H -28.9484 18.3519 19.5134
H -27.6624 18.5663 20.6633
H -27.0513 19.7000 18.1029

Summary:
LUMO level, eV: 0.579
Structure (SMILES): CC1(C)CCCC(C)(C)N1O.CC1(C)CCCC(C)(C)N1O.CC1(C)CCCC(C)(C)N1O.CC1(C)CCCC(C)(C)N1O.CC1(C)CCCC(C)(C)N1O
Kohn-Sham gap, eV: 8.51